#1
This record from the OMol25 dataset describes the molecule C2H3N3S. The level of theory is wB97M-V/def2-TZVPD.

Cartesian coordinates (Å):
C 1.48 0.60 0.42
C 0.64 1.23 -0.45
N -0.45 0.46 -0.62
N -0.72 -0.50 0.24
N -1.79 -1.03 -0.17
S 2.65 -0.58 0.08
H 1.50 0.93 1.44
H -1.17 0.72 -1.31
H -2.15 -1.83 0.37

Orbital gap   7.63 eV
Net charge   0
E_LUMO   -0.034 Eh


#2
This record from the OMol25 dataset describes a 2-piece molecular cluster, C2H3N3S overall. The level of theory is wB97M-V/def2-TZVPD.

Cartesian coordinates (Å):
N 2.80 1.90 1.69
N 2.60 1.18 0.85
S 2.28 0.25 -0.30
C -1.41 -0.35 -0.77
C -0.74 -1.03 0.34
N -0.52 -1.70 1.24
H -0.66 0.07 -1.59
H -2.29 -0.93 -1.17
H -2.06 0.60 -0.30

Orbital gap   10.49 eV
Net charge   0
E_LUMO   0.017 Eh
SMILES   N#[N+][S-].CC#N


#3
This record from the OMol25 dataset describes the molecule C2H3N3S. The level of theory is wB97M-V/def2-TZVPD.

Cartesian coordinates (Å):
H 0.84 1.88 1.38
N 0.02 1.24 1.47
C -0.16 0.46 0.46
C -1.35 -0.38 0.51
N -2.18 -1.16 0.56
N 0.66 0.33 -0.68
S 0.19 -0.74 -1.95
H 1.64 0.22 -0.58
H 0.33 -1.84 -1.18

Orbital gap   10.40 eV
Net charge   0
E_LUMO   0.008 Eh
SMILES   [H]/N=C(/C#N)NS


#4
This record from the OMol25 dataset describes the molecule C2H3N3S. The level of theory is wB97M-V/def2-TZVPD.

Cartesian coordinates (Å):
H 2.26 -0.95 -0.27
N 1.33 -1.30 -0.18
C 0.54 -0.30 -0.11
C 0.88 1.12 -0.12
N 1.21 2.22 -0.12
N -0.84 -0.59 0.03
S -2.10 0.48 -0.25
H -1.06 -1.63 0.01
H -2.22 0.95 1.01

Orbital gap   10.14 eV
Net charge   0
E_LUMO   0.008 Eh
SMILES   [H]/N=C(\C#N)NS


Which structure is the most stable? The one labeled #4.


#1
This record from the OMol25 dataset describes a 9-piece molecular cluster, C5H28N2O9 overall. The level of theory is wB97M-V/def2-TZVPD.

Cartesian coordinates (Å):
C -3.59 0.30 -1.14
C -2.50 -0.75 -1.01
C -1.18 -0.53 -0.22
N -0.65 -1.61 0.67
C -1.65 -1.87 1.71
C -0.06 -0.04 -1.06
N 1.24 -0.31 -0.73
O -0.31 0.62 -2.07
H -4.05 0.37 -2.09
H -4.41 -0.09 -0.50
H -3.38 1.32 -0.78
H -2.87 -1.78 -0.79
H -2.28 -1.07 -2.05
H -1.51 0.28 0.47
H -0.43 -2.44 0.13
H -2.68 -1.92 1.34
H -1.65 -0.97 2.36
H -1.35 -2.70 2.36
H 1.43 -0.93 0.05
H 2.05 0.08 -1.16
O -0.15 1.59 1.89
H 0.47 1.32 1.20
H 0.04 2.52 2.05
O 3.10 -0.11 1.94
H 2.43 0.21 2.55
H 3.34 -0.98 2.25
O 2.18 1.97 0.53
H 2.56 2.48 -0.18
H 2.79 1.36 0.99
O 1.00 0.30 4.20
H 0.44 0.93 3.69
H 1.42 0.90 4.83
O -1.57 2.97 -2.11
H -0.95 3.70 -2.17
H -1.08 2.13 -2.22
O 1.89 -2.07 3.35
H 1.42 -1.27 3.72
H 1.22 -2.07 2.65
O 0.48 1.46 -4.30
H 0.79 1.35 -3.38
H -0.40 1.78 -4.09
O 0.26 -2.84 -2.79
H -0.01 -2.48 -3.63
H 0.53 -2.13 -2.20

Orbital gap   9.87 eV
Net charge   0
E_LUMO   0.000 Eh
SMILES   CC[C@@H](NC)C(N)=O.O.O.O.O.O.O.O.O


#2
This record from the OMol25 dataset describes a 9-piece molecular cluster, C5H28N2O9 overall. The level of theory is wB97M-V/def2-TZVPD.

Cartesian coordinates (Å):
C -0.23 -0.56 2.79
N -0.65 -0.45 1.36
C -1.80 0.42 1.06
C -1.58 0.97 -0.33
N -0.47 1.94 -0.43
C -0.34 2.74 -1.63
C 0.47 2.05 -2.71
O 0.76 0.89 -2.63
H 0.43 0.25 3.11
H -1.08 -0.43 3.46
H 0.20 -1.55 2.84
H 0.13 -0.07 0.84
H -1.79 1.28 1.74
H -2.74 -0.11 1.19
H -2.45 1.42 -0.82
H -1.26 0.15 -1.00
H 0.39 1.55 -0.10
H 0.23 3.63 -1.34
H -1.34 3.15 -1.81
H 0.79 2.63 -3.60
O -1.86 -2.64 -0.07
H -1.27 -2.18 0.57
H -1.33 -3.02 -0.75
O -1.35 3.92 1.87
H -1.21 3.81 0.92
H -2.28 3.62 1.98
O 3.07 -2.54 -0.91
H 3.26 -3.43 -0.60
H 3.12 -2.45 -1.85
O -4.06 -1.32 0.20
H -4.76 -1.64 -0.39
H -3.25 -1.81 -0.03
O 2.52 2.30 1.62
H 1.64 2.70 1.71
H 2.36 1.42 1.21
O 1.39 -3.70 1.14
H 0.89 -3.10 0.57
H 2.04 -3.06 1.46
O 2.54 -0.40 0.64
H 3.29 -0.82 1.05
H 2.68 -0.82 -0.23
O 0.93 -1.95 -2.62
H 0.18 -2.21 -3.15
H 0.65 -1.13 -2.20

Orbital gap   9.34 eV
Net charge   0
E_LUMO   0.008 Eh
SMILES   CNCCNCC=O.O.O.O.O.O.O.O.O


Which structure is the most stable? The one labeled #1.


#1
This record from the OMol25 dataset describes C5H9NO2 as an isolated structure. The level of theory is wB97M-V/def2-TZVPD.

Cartesian coordinates (Å):
C -2.57 1.22 0.45
N -1.23 0.72 0.25
C -1.00 -0.30 -0.49
O -1.62 -1.07 -1.18
H -3.20 0.56 1.07
H -2.54 2.18 0.96
H -3.14 1.35 -0.48
C 1.54 -1.60 0.36
C 1.38 0.73 -0.59
C 0.96 -0.61 -0.64
O 1.94 1.35 0.42
H 1.96 0.77 1.20
H 1.46 1.30 -1.51
H 1.00 -1.00 -1.65
H 2.58 -1.84 0.15
H 1.49 -1.22 1.38
H 0.99 -2.54 0.31

Orbital gap   8.47 eV
Net charge   0
E_LUMO   -0.007 Eh


#2
This record from the OMol25 dataset describes C5H9NO2 as an isolated structure. The level of theory is wB97M-V/def2-TZVPD.

Cartesian coordinates (Å):
C 0.81 0.81 1.06
C 0.31 0.19 -0.37
C -1.30 0.42 -0.20
C -2.08 0.16 1.03
C 0.43 -1.31 -0.23
H 0.24 1.76 1.05
H 0.60 0.07 2.03
H 2.09 1.32 0.95
H 1.75 1.30 -1.39
H 0.60 0.67 -2.37
H -1.51 0.92 -1.27
H -3.23 0.32 1.16
H -1.49 -0.75 2.11
H 1.09 -2.89 -1.40
N 0.81 1.19 -1.50
O 1.06 -1.94 -1.68
O -0.20 -2.23 1.01

Orbital gap   8.57 eV
Net charge   0
E_LUMO   -0.035 Eh


#3
This record from the OMol25 dataset describes the molecule C5H9NO2. The level of theory is wB97M-V/def2-TZVPD.

Cartesian coordinates (Å):
C -0.44 0.79 -2.48
C -1.02 -0.26 -1.55
O -2.10 -0.77 -1.78
N -0.30 -0.61 -0.45
C 1.01 -0.12 -0.08
C 0.96 0.85 1.12
C 1.26 0.09 2.38
O 0.48 -0.08 3.27
H -0.31 1.74 -1.95
H 0.56 0.52 -2.77
H -1.14 0.92 -3.31
H -0.62 -1.38 0.11
H 1.63 -0.98 0.20
H 1.51 0.34 -0.93
H 1.64 1.69 0.97
H -0.04 1.29 1.18
H 2.29 -0.34 2.38

Orbital gap   10.43 eV
Net charge   0
E_LUMO   0.024 Eh
SMILES   CC(=O)NCCC=O


Which structure is the most stable? The one labeled #3.


#1
This record from the OMol25 dataset describes the molecule C5H9NO2. The level of theory is wB97M-V/def2-TZVPD.

Cartesian coordinates (Å):
C 1.53 1.32 -0.14
C 0.22 0.68 -0.40
C -0.43 -0.14 0.67
C -1.93 -0.02 0.48
O -2.38 -0.42 -0.71
N 0.27 -0.87 -0.56
C 1.23 -1.37 -0.02
O 2.45 -0.93 -0.06
H 2.17 1.10 -1.19
H 2.30 1.09 0.78
H 1.16 2.27 -0.18
H -0.34 1.01 -1.41
H 0.06 -0.23 1.55
H -2.78 -0.59 1.25
H -2.14 1.19 0.72
H -2.22 -1.51 -1.19
H 0.83 -2.56 0.43

Orbital gap   9.69 eV
Net charge   0
E_LUMO   0.012 Eh
SMILES   C[C@@H]1[C@@H](CO)N1C=O


#2
This record from the OMol25 dataset describes the molecule C5H9NO2. The level of theory is wB97M-V/def2-TZVPD.

Cartesian coordinates (Å):
C -1.63 1.28 0.11
C -0.72 0.23 -0.50
O -0.40 0.55 -1.85
O -1.36 -1.13 -0.38
C -0.26 -1.62 0.37
N 0.08 -0.95 1.61
C 0.40 -0.27 0.35
C 1.82 -0.12 -0.09
H -1.95 0.99 1.12
H -1.12 2.24 0.18
H -2.53 1.41 -0.50
H -0.14 1.48 -1.85
H 0.30 -2.49 0.05
H 0.90 -1.38 2.03
H 2.07 -0.85 -0.88
H 2.01 0.88 -0.49
H 2.52 -0.27 0.73

Orbital gap   9.25 eV
Net charge   0
E_LUMO   0.028 Eh
SMILES   C[C@]1(O)O[C@@H]2N[C@@]21C


Which structure is the most stable? The one labeled #2.